Record 1
19
Properties=species:S:1:pos:R:3:mulliken_charge:R:1 method="wB97M-V/def2-TZVPD" total_charge=+1 de_lowest_kcal_mol=47.2 gap_ha=0.3465
C 0.838 -1.744 1.321 -0.260
C -0.337 -1.094 1.751 -0.668
C 0.555 -2.933 0.700 -0.328
C -1.504 -1.740 1.288 -0.309
C -0.063 1.235 -0.826 0.045
N -0.793 0.230 -1.062 -0.263
N 0.077 2.269 -1.523 0.010
N 1.131 3.174 -1.070 -0.569
S -1.069 -3.330 0.729 -0.028
H 1.615 -1.037 1.564 0.414
H -0.567 -0.276 2.379 0.442
H 1.295 -3.707 0.428 0.379
H 0.467 1.132 0.131 0.391
H -1.020 0.068 -2.104 0.255
H -0.756 -0.584 -0.385 0.249
H -0.049 2.451 -2.531 0.305
H -2.507 -1.539 1.541 0.438
H 1.780 3.380 -1.767 0.246
H 0.907 4.045 -0.564 0.251



Record 2
44
Properties=species:S:1:pos:R:3:mulliken_charge:R:1 method="wB97M-V/def2-TZVPD" total_charge=+1 de_lowest_kcal_mol=0.0 gap_ha=0.2908
O -1.202 2.827 0.390 -0.423
C -2.001 2.486 -0.413 0.110
I -2.291 3.583 -2.225 0.084
C -2.851 1.234 -0.282 -0.940
C -1.963 -0.050 -0.126 0.193
C -2.572 -1.085 -1.011 -0.683
N -2.005 -1.112 -2.154 0.004
C -0.822 -0.219 -2.243 -0.845
C -0.557 0.026 -0.750 -0.236
N 0.165 -1.137 -0.231 -0.574
C 1.369 -1.113 -0.024 0.586
S 2.876 -1.137 0.310 -0.326
H -3.541 1.168 -1.119 0.561
H -3.439 1.365 0.627 0.389
H -1.964 -0.353 0.917 0.659
H -3.403 -1.738 -0.773 0.543
H -2.303 -1.705 -2.920 0.271
H -0.003 -0.765 -2.705 0.451
H -1.038 0.670 -2.838 0.202
H -0.030 0.949 -0.529 0.901
C 0.162 -4.569 0.270 -0.151
O -0.990 -5.418 0.228 -0.334
C -1.954 -5.074 1.085 0.813
O -1.957 -4.078 1.767 -0.565
O -2.910 -5.992 1.035 -0.333
C -4.007 -5.770 1.932 -0.604
H 0.810 -4.917 -0.529 0.295
H -0.134 -3.532 0.126 -0.155
H 0.671 -4.658 1.228 0.317
H -4.499 -4.825 1.708 0.268
H -3.659 -5.762 2.963 0.301
H -4.686 -6.600 1.767 0.224
C 2.010 4.314 0.875 -0.599
O 3.364 3.858 0.836 -0.288
C 4.231 4.765 0.370 0.758
O 3.945 5.871 -0.005 -0.533
O 5.447 4.230 0.392 -0.306
C 6.486 5.105 -0.072 -0.628
H 1.431 3.483 1.266 0.147
H 1.907 5.177 1.529 0.351
H 1.663 4.576 -0.123 0.282
H 6.539 5.995 0.551 0.299
H 6.305 5.395 -1.105 0.298
H 7.403 4.531 0.008 0.214



Record 3
160
Properties=species:S:1:pos:R:3:mulliken_charge:R:1 method="wB97M-V/def2-TZVPD" gap_ha=0.2781
C 0.016 -2.486 2.954 -1.137
C -1.220 -3.092 2.242 1.659
C -1.574 -4.481 2.815 -1.454
C -1.053 -3.139 0.718 -2.285
C -1.427 -1.855 -0.076 0.271
C -1.228 -0.541 0.708 0.759
C -2.403 0.438 0.601 -2.210
O -2.028 1.791 0.456 -0.571
C -1.312 2.344 1.483 0.828
C -0.524 3.440 1.160 -0.414
C 0.245 4.054 2.130 -0.297
C 0.238 3.568 3.428 -0.791
C -0.566 2.492 3.756 -0.803
C -1.339 1.869 2.787 -0.227
O 0.022 0.030 0.251 -0.284
C 0.658 -0.968 -0.433 -0.478
O 1.835 -1.190 -0.344 -0.682
C -0.426 -1.661 -1.228 0.264
C -0.944 -0.669 -2.280 -1.316
C 0.135 -0.047 -3.188 1.309
C -0.019 1.469 -3.374 -1.417
C 0.818 2.310 -2.429 0.038
N 2.174 2.539 -2.913 0.463
C 2.655 2.429 -4.192 -0.469
C 3.986 2.739 -4.200 -0.497
C 4.331 3.073 -2.868 -0.331
C 3.201 2.947 -2.115 -0.793
H 0.510 -3.219 3.584 0.181
H 0.727 -2.064 2.245 0.239
H -0.304 -1.676 3.610 0.222
H -2.071 -2.450 2.477 0.052
H -1.528 -5.269 2.066 0.355
H -0.890 -4.783 3.607 0.179
H -2.564 -4.479 3.267 0.289
H -1.712 -3.927 0.350 0.574
H -0.039 -3.470 0.481 0.425
H -2.445 -2.002 -0.431 0.995
H -1.072 -0.727 1.764 0.556
H -3.071 0.279 1.449 0.406
H -2.990 0.208 -0.287 0.670
H -0.526 3.796 0.139 0.425
H 0.862 4.888 1.836 0.342
H 0.852 4.038 4.182 0.441
H -0.580 2.121 4.771 0.467
H -1.954 1.025 3.065 0.476
H -0.107 -2.580 -1.710 0.943
H -1.648 -1.200 -2.922 0.537
H -1.517 0.134 -1.825 0.053
H 1.153 -0.279 -2.869 -0.154
H 0.027 -0.486 -4.181 -0.768
H -1.066 1.744 -3.235 0.623
H 0.217 1.723 -4.404 0.464
H 0.903 1.846 -1.446 0.050
H 0.349 3.283 -2.266 0.068
H 2.054 2.148 -5.037 0.314
H 4.616 2.745 -5.071 0.491
H 5.309 3.365 -2.532 0.273
H 3.109 3.146 -1.061 0.374
C -2.355 2.181 -6.460 -0.866
C -2.856 1.115 -5.607 0.569
N -3.245 0.261 -4.944 -0.516
H -3.156 2.596 -7.069 0.389
H -1.925 2.991 -5.872 0.361
H -1.586 1.809 -7.132 0.074
C -6.922 0.499 1.765 -0.955
C -5.844 -0.360 2.231 0.501
N -4.993 -1.036 2.596 -0.420
H -7.888 0.063 2.009 0.337
H -6.856 1.479 2.235 0.279
H -6.864 0.630 0.686 0.277
C -3.293 0.400 -9.876 -0.106
C -2.119 1.240 -9.722 0.269
N -1.205 1.909 -9.536 -0.499
H -4.139 0.807 -9.328 0.081
H -3.583 0.309 -10.922 0.386
H -3.095 -0.602 -9.504 -0.151
C 8.389 3.510 -2.934 -0.633
C 7.605 3.684 -4.144 0.538
N 6.995 3.809 -5.107 -0.486
H 7.953 4.064 -2.104 0.300
H 8.423 2.457 -2.653 0.269
H 9.409 3.861 -3.076 0.059
C -2.138 6.371 3.607 -0.756
C -0.922 7.014 4.072 0.466
N 0.041 7.523 4.436 -0.531
H -3.025 6.804 4.068 0.373
H -2.240 6.466 2.526 0.311
H -2.126 5.307 3.841 0.155
C -2.231 -3.725 -8.148 -0.594
C -2.639 -3.266 -9.466 0.399
N -2.952 -2.903 -10.510 -0.432
H -2.843 -4.566 -7.824 0.338
H -1.193 -4.048 -8.155 0.133
H -2.341 -2.925 -7.415 0.164
C -3.295 -6.953 5.947 -0.376
C -2.380 -7.238 4.857 0.376
N -1.660 -7.453 3.988 -0.462
H -4.094 -7.691 5.993 0.334
H -2.771 -6.966 6.894 -0.158
H -3.754 -5.972 5.828 0.323
C 0.907 -1.961 -6.397 -0.225
C 1.044 -3.253 -7.054 0.250
N 1.154 -4.270 -7.573 -0.471
H 1.229 -1.160 -7.060 0.313
H -0.130 -1.781 -6.115 0.078
H 1.518 -1.926 -5.496 0.104
C 2.768 7.885 2.166 -0.907
C 2.799 6.819 1.175 0.536
N 2.827 5.977 0.395 -0.415
H 3.330 8.748 1.812 0.338
H 1.744 8.194 2.367 0.216
H 3.205 7.546 3.103 0.269
C 1.198 -8.735 6.044 -0.729
C 0.237 -7.939 6.783 0.433
N -0.546 -7.315 7.344 -0.451
H 0.722 -9.220 5.192 0.281
H 2.010 -8.115 5.667 0.054
H 1.631 -9.507 6.676 0.354
C -2.246 -6.254 10.276 -0.692
C -3.497 -6.448 9.561 0.409
N -4.472 -6.624 8.981 -0.424
H -2.263 -5.315 10.826 0.280
H -2.084 -7.066 10.983 0.249
H -1.416 -6.237 9.572 0.224
C 4.272 -1.297 -1.823 -0.296
C 5.276 -0.515 -2.526 0.251
N 6.042 0.123 -3.093 -0.391
H 3.944 -0.783 -0.922 0.151
H 3.398 -1.451 -2.454 -0.079
H 4.670 -2.270 -1.542 0.401
C -2.244 6.798 7.815 -0.371
C -3.454 6.661 7.020 0.419
N -4.402 6.550 6.382 -0.474
H -2.255 7.731 8.375 0.285
H -2.149 5.978 8.531 0.000
H -1.364 6.801 7.172 0.182
C -1.561 2.412 10.006 -0.739
C -1.480 3.855 10.174 0.355
N -1.416 4.993 10.306 -0.434
H -2.273 1.988 10.711 0.267
H -1.884 2.165 8.997 0.259
H -0.588 1.955 10.180 0.265
C -6.277 -2.096 -8.843 -0.438
C -6.392 -0.648 -8.895 0.415
N -6.482 0.495 -8.940 -0.466
H -6.787 -2.486 -7.964 0.308
H -6.720 -2.544 -9.730 0.281
H -5.231 -2.392 -8.803 -0.086
C 12.514 3.235 -5.385 -0.801
C 12.054 4.022 -4.252 0.398
N 11.682 4.644 -3.363 -0.439
H 12.020 3.562 -6.298 0.270
H 13.589 3.345 -5.514 0.306
H 12.291 2.181 -5.232 0.263
C 2.347 -5.395 4.019 -0.256
C 3.508 -6.103 4.538 0.073
N 4.422 -6.667 4.943 -0.412
H 1.423 -5.903 4.300 0.086
H 2.310 -4.381 4.411 0.256
H 2.382 -5.340 2.932 0.294



| no. | E_LUMO (eV) | E_HOMO (eV) |
| --- | --- | --- |
| 1 | -3.09 | -12.5 |
| 2 | -4.66 | -12.6 |
| 3 | 0.07 | -7.5 |